Computed, not measured: 2 unconnected molecules or ions with the total composition C6H14NO in a non-equilibrium geometry, with ωB97M-V/def2-TZVPD.

Properties
* Kohn-Sham gap: 5.19 eV
* net charge: -1
* HOMO: -0.1024 hartree
* multiplicity: 1

Geometry (Å):
O: -0.07310 0.42809 -2.70913
N: -0.18161 0.52555 1.12350
C: 0.92830 0.32083 2.00715
C: -0.58106 0.79832 -1.39514
C: -0.03844 -0.10020 -0.23577
C: -0.60267 -1.47892 -0.37266
C: -0.96148 -2.10479 -1.75584
C: 1.19449 1.59947 3.01696
H: -1.68231 0.65261 -1.36589
H: -1.61356 -2.93779 -1.70822
H: 1.04089 -0.31663 -0.48991
H: 1.88246 -0.15075 1.55624
H: 1.34502 1.72683 0.80915
H: -0.36350 1.85214 -1.16389
H: 0.24900 2.24571 3.11212
H: 0.75249 -0.50730 2.70514
H: 2.09474 2.20504 2.90525
H: -1.26471 -1.18358 -2.39751
H: 0.07278 -2.29617 0.23919
H: 1.24979 1.21525 4.00860
H: 0.00693 -2.45329 -2.24668
H: -1.54876 -1.36393 0.25679

Cartesian forces (eV/Å) of the 2 atoms listed first:
O -0.84 0.75 3.10
N 2.99 1.75 -2.82

Here are the natural (NBO) charges for atoms 1 to 6, given in e: -0.935, -0.322, -0.278, -0.060, -0.144, -0.373



Computed, not measured: a molecular structure, C22H27BN7O4Pt in a non-equilibrium geometry, with ωB97M-V/def2-TZVPD.

Properties
* ⟨S²⟩: 6.039
* Kohn-Sham gap (spin up / spin down): 7.62 / 5.13 eV
* net charge: +3
* HOMO (spin up / spin down): -0.6114 / -0.6292 hartree
* multiplicity: 5

Geometry (Å):
Pt: -0.09128 -0.13735 1.08098
O: -1.04959 2.40520 -0.09947
O: 1.71710 0.24562 4.81835
O: -2.46926 4.03728 0.64303
O: 1.33296 -0.20597 2.68239
N: -1.27203 -0.58863 -1.54562
N: -1.57662 -0.28815 -0.28088
N: 0.43063 -2.35237 -1.15184
N: -0.39505 1.86173 2.43830
N: 1.13612 0.02332 -1.83525
N: 1.36554 0.57977 -0.47700
N: 0.55281 -2.13184 0.29513
C: -2.95919 -0.12411 -0.28210
C: -3.74629 -0.08729 1.03233
C: 2.09417 0.56975 -2.58222
C: -1.06494 4.13257 3.07884
C: 0.58765 -4.29896 -2.92144
C: 0.63362 -3.65122 -1.47084
C: 0.91716 -4.30788 -0.17778
C: -0.24864 4.04983 4.14919
C: 2.76325 2.20348 0.70816
C: 1.12040 -3.49827 2.22737
C: -3.41727 -0.33377 -1.57644
C: -2.32803 -0.94484 -3.82008
C: 0.85478 -3.27387 0.82499
C: 2.83659 1.55042 -1.75084
C: -2.34035 -0.57767 -2.38202
C: -1.58706 3.09882 0.76103
C: 0.38343 2.83329 4.49095
C: 0.25518 1.75142 3.61277
C: 2.34356 1.49517 -0.53180
C: -1.04517 3.02757 2.18442
C: 1.12072 0.56055 3.64649
C: 2.26777 0.42573 -4.00911
B: 0.03769 -1.05671 -2.04257
H: 0.22906 -1.36078 -3.18570
H: 1.00276 2.81228 5.35359
H: 1.47522 1.08705 -4.24531
H: 3.79933 1.95799 -2.08233
H: -1.62327 -0.39045 -4.46075
H: -0.42825 -4.38726 -3.13506
H: -4.42206 -0.29646 -2.04988
H: 1.81676 -4.29210 2.40832
H: 1.26118 -5.10730 -2.96840
H: -2.69637 3.87873 -0.31697
H: 1.39515 -2.64654 2.92092
H: 3.54621 1.61831 1.22341
H: 2.22812 -0.61190 -4.40422
H: 1.44729 0.74444 5.61311
H: 3.21207 0.83799 -4.37489
H: 0.18408 -4.06669 2.42844
H: -4.18771 -1.04086 1.06017
H: -3.06664 0.11202 1.86673
H: -1.58810 5.04362 2.82650
H: 1.12471 -3.66139 -3.66016
H: -3.36570 -0.62496 -4.08522
H: 1.90348 2.02801 1.38459
H: 1.28981 -5.32011 -0.06347
H: 3.08615 3.23356 0.45910
H: -4.62957 0.56593 1.08030
H: -2.08956 -2.01013 -4.02862
H: -0.06448 4.90434 4.69836

Cartesian forces (eV/Å) of the 2 atoms listed first:
Pt 0.63 0.50 0.04
O -1.50 1.37 0.65

Here are the natural (NBO) charges for atoms 1 to 6, given in e: 1.267, -0.608, -0.608, -0.596, -0.642, -0.376



Computed, not measured: 2 unconnected molecules or ions with the total composition C4H9O3S in a non-equilibrium geometry, with ωB97M-V/def2-TZVPD.

Properties
* Kohn-Sham gap (spin up / spin down): 7.00 / 7.28 eV
* net charge: -1
* HOMO (spin up / spin down): -0.1242 / -0.1309 hartree
* multiplicity: 1

Geometry (Å):
S: 2.29226 0.12572 0.00220
O: 2.79189 0.33770 -1.37441
O: 2.58748 1.25849 0.91614
O: 2.66628 -1.22080 0.46649
C: -0.79809 -1.31438 0.91325
C: -0.73755 -0.13436 -1.44038
C: -0.81304 1.37206 0.52242
C: -0.51203 -0.04668 0.03332
H: -1.90141 -1.59934 0.83884
H: -0.39451 -2.18719 0.43745
H: -1.02468 2.05149 -0.24145
H: -1.49479 1.24388 1.23926
H: -1.03820 -1.11302 -1.86205
H: -1.51591 0.61104 -1.71160
H: 0.09190 1.73510 1.07245
H: 0.18644 -0.00483 -1.81238
H: -0.38602 -1.11487 2.00045

Cartesian forces (eV/Å) of the 2 atoms listed first:
S -0.28 -0.22 -0.18
O -0.65 0.34 0.20

Here are the natural (NBO) charges for atoms 1 to 6, given in e: 2.116, -1.005, -0.999, -1.008, -0.670, -0.691



Computed, not measured: a molecular structure, C35H45N3OPSV in a non-equilibrium geometry, with ωB97M-V/def2-TZVPD.

Properties
* ⟨S²⟩: 2.028
* Kohn-Sham gap (spin up / spin down): 8.18 / 8.57 eV
* net charge: +2
* HOMO (spin up / spin down): -0.4842 / -0.4846 hartree
* multiplicity: 3

Geometry (Å):
V: -0.62300 -0.03179 0.97543
S: -1.63726 -2.45845 2.55713
P: 1.11921 -1.60708 1.43149
O: -1.74670 -0.96903 2.40322
N: 0.19083 1.98763 -2.41597
N: -3.37798 -1.28721 -3.35210
N: -0.43101 2.76403 -5.11511
C: 1.77997 -4.33448 1.27949
C: 2.91924 2.47066 0.79491
C: 2.09289 -3.03740 0.87474
C: 2.57229 -5.38909 0.86269
C: 2.09816 -0.12041 1.08040
C: -4.15420 0.43559 -1.27908
C: -2.87426 -0.11374 -1.25726
C: 1.24913 -1.49723 3.25842
C: 1.46574 -1.08313 6.00260
C: -1.94113 0.40432 -0.36615
C: 1.93059 -2.25562 5.43369
C: 3.15474 -2.81932 -0.00023
C: -3.55738 2.04178 0.40855
C: 3.84110 1.49218 1.14237
C: -3.13270 -0.19435 -4.26241
C: 0.63193 1.75176 -4.86534
C: 3.66879 -5.15966 0.04582
C: -0.46762 3.76504 -4.01526
C: -0.77578 3.01680 -2.70585
C: 3.43766 0.17659 1.30377
C: 1.57963 2.16182 0.60845
C: 0.78018 -0.31352 3.83712
C: 0.88742 -0.11169 5.19965
C: -3.69239 -4.13808 2.20892
C: -3.35908 -2.56465 -4.03161
C: -2.54233 -1.27460 -2.16629
C: 3.95019 -3.87743 -0.39617
C: -2.28972 1.48305 0.44589
C: 0.36248 1.06533 -3.50991
C: -2.89970 -3.12951 1.40062
C: 1.82575 -2.46878 4.06791
C: 1.14175 0.84826 0.74393
C: -4.49365 1.49487 -0.45460
C: -3.96957 -3.45860 3.54674
C: -2.64428 -2.88849 4.03326
H: -2.38203 -3.55907 0.54487
H: -0.28252 3.22265 -6.02149
H: -4.88645 -0.00235 -1.93863
H: -2.05601 -3.62014 4.58525
H: 0.34095 0.47370 3.21844
H: 3.24587 3.49533 0.70467
H: 1.18797 0.39076 -3.28172
H: -4.38282 -4.15781 4.27151
H: 4.29353 -5.98371 -0.25980
H: -4.61556 -4.41039 1.69901
H: 0.50903 4.25065 -3.95890
H: -5.49828 1.88645 -0.48100
H: 2.20892 -3.38192 3.63581
H: -2.20287 -0.32089 -4.84973
H: 0.87316 2.95442 0.37756
H: 4.14145 -0.58632 1.61021
H: -3.50415 -2.27246 1.09438
H: -4.05173 -2.53018 -4.86936
H: 4.79413 -3.70205 -1.04516
H: 4.87109 1.76362 1.32154
H: -1.53963 1.91499 1.13034
H: -3.96450 -0.12997 -4.96339
H: -1.22403 4.51852 -4.23225
H: -2.75439 -1.98904 4.63278
H: -0.55014 0.46790 -3.58585
H: 1.56157 -0.91625 7.06473
H: 3.34877 -1.82376 -0.37168
H: 2.38847 -3.00826 6.05563
H: -1.34134 2.28335 -5.15006
H: -0.80655 3.72746 -1.88086
H: 1.07059 2.37307 -2.09431
H: 0.53002 0.80809 5.63786
H: -1.76536 2.55275 -2.77879
H: 0.62889 1.01806 -5.67216
H: -4.69695 -2.65818 3.40313
H: 0.91916 -4.51684 1.91175
H: -2.35964 -2.83238 -4.40663
H: -3.08545 0.73958 -3.70156
H: -3.10646 -5.04653 2.35770
H: -3.69384 -3.33777 -3.34398
H: 2.33970 -6.39396 1.17889
H: -3.81857 2.87037 1.04961
H: -2.75454 -2.20396 -1.62857
H: 1.59770 2.26145 -4.86021
H: -1.45341 -1.26797 -2.38494

Cartesian forces (eV/Å) of the 2 atoms listed first:
V -1.23 -0.11 0.45
S -1.00 -1.96 0.30

Here are the Mulliken charges for atoms 1 to 6, given in e: -1.418, 1.141, 2.066, -0.882, -0.036, 0.061